Computed, not measured: 2 unconnected molecules or ions with the total composition C17H27Br2NO8, with ωB97M-V/def2-TZVPD.

Last columns: bonded neighbours and bond lengths (Å).
Element x y z (Å)
1 C -3.390 1.060 1.189  C2 1.330, H25 1.079, H26 1.081
2 C -3.441 -0.242 1.457  C1 1.330, C3 1.482, H27 1.080
3 C -4.343 -1.124 0.679  C2 1.482, O4 1.205, O5 1.360
4 O -5.300 -0.726 0.064  C3 1.205
5 O -4.043 -2.449 0.729  C3 1.360, C6 1.441
6 C -2.736 -2.759 0.209  O5 1.441, C7 1.537, H28 1.084, H29 1.091
7 C -2.608 -2.609 -1.316  C6 1.537, C8 1.526, H30 1.090, H31 1.088
8 C -1.303 -1.912 -1.688  C7 1.526, C9 1.525, H32 1.090, H33 1.092
9 C -1.395 -0.394 -1.586  C8 1.525, C10 1.533, H34 1.095, H35 1.086
10 C -0.319 0.333 -2.401  C9 1.533, C11 1.533, H36 1.091, H37 1.086
11 C 1.065 0.362 -1.740  C10 1.533, C12 1.552, H38 1.085, H39 1.088
12 C 1.251 1.326 -0.539  C11 1.552, C13 1.521, N17 1.471, C19 1.610
13 C 0.451 2.617 -0.608  C12 1.521, C14 1.512, H40 1.084, H41 1.091
14 C 0.878 3.681 -1.594  C13 1.512, O15 1.184, Br16 1.956
15 O 0.966 4.824 -1.301  C14 1.184
16 Br 1.215 3.238 -3.470  C14 1.956
17 N 2.687 1.640 -0.601  C12 1.471, Br18 1.870, H42 1.035
18 Br 3.300 2.803 0.728  N17 1.870
19 C 0.809 0.513 0.778  C12 1.610, O20 1.371, O22 1.422, H43 1.091
20 O 1.912 0.074 1.464  C19 1.371, C21 1.424
21 C 2.384 -1.168 0.952  O20 1.424, H44 1.096, H45 1.085, H46 1.085
22 O -0.074 1.239 1.624  C19 1.422, C23 1.417
23 C 0.456 1.652 2.871  O22 1.417, C24 1.533, H47 1.085, H48 1.092
24 C 0.370 0.570 3.955  C23 1.533, H49 1.088, H50 1.089, H51 1.084
25 H -2.704 1.720 1.696  C1 1.079
26 H -4.023 1.479 0.420  C1 1.081
27 H -2.790 -0.653 2.214  C2 1.080
28 H -2.539 -3.789 0.486  C6 1.084
29 H -1.978 -2.145 0.698  C6 1.091
30 H -2.613 -3.613 -1.738  C7 1.090
31 H -3.467 -2.091 -1.737  C7 1.088
32 H -1.032 -2.194 -2.705  C8 1.090
33 H -0.493 -2.300 -1.065  C8 1.092
34 H -2.366 -0.108 -2.001  C9 1.095
35 H -1.399 -0.061 -0.552  C9 1.086
36 H -0.206 -0.206 -3.344  C10 1.091
37 H -0.680 1.316 -2.688  C10 1.086
38 H 1.815 0.587 -2.491  C11 1.085
39 H 1.291 -0.652 -1.416  C11 1.088
40 H 0.474 3.150 0.336  C13 1.084
41 H -0.603 2.417 -0.809  C13 1.091
42 H 3.286 0.797 -0.613  N17 1.035
43 H 0.241 -0.352 0.433  C19 1.091
44 H 1.612 -1.946 0.927  C21 1.096
45 H 3.194 -1.507 1.589  C21 1.085
46 H 2.825 -0.994 -0.023  C21 1.085
47 H 1.464 2.047 2.786  C23 1.085
48 H -0.170 2.491 3.181  C23 1.092
49 H -0.299 0.869 4.759  C24 1.088
50 H 1.352 0.435 4.406  C24 1.089
51 H 0.075 -0.381 3.524  C24 1.084
52 C 5.243 -1.717 -1.537  O53 1.309, O54 1.299, O55 1.296
53 O 4.352 -0.792 -1.284  C52 1.309
54 O 6.077 -2.068 -0.604  C52 1.299
55 O 5.267 -2.283 -2.703  C52 1.296

* spin multiplicity: 1
* HOMO-LUMO gap: 2.389 eV
* total charge: -2